{"formula": "C25H28N4O3PPt", "method": "ωB97M-V with the def2-TZVPD basis set", "symbols": ["Pt", "N", "C", "C", "C", "C", "N", "C", "N", "N", "C", "O", "O", "H", "H", "H", "H", "H", "H", "H", "H", "H", "H", "H", "H", "H", "H", "O", "C", "C", "C", "C", "C", "C", "C", "P", "C", "C", "C", "C", "C", "C", "C", "C", "C", "C", "C", "C", "H", "H", "H", "H", "H", "H", "H", "H", "H", "H", "H", "H", "H", "H"], "positions_angstrom": [[0.0293, -0.4295, 0.5869], [-1.0932, -0.8075, -1.3884], [-2.3855, -1.4987, -1.2100], [-2.8407, -2.3357, -2.3931], [-2.8363, -1.7602, -3.7962], [-3.4343, -2.7740, -4.7687], [-2.6744, -4.0298, -4.8906], [-2.8344, -5.1485, -4.1891], [-3.7068, -5.2401, -3.1881], [-2.1227, -6.2308, -4.5276], [-2.3522, -2.4211, 0.0459], [-2.9776, -3.4825, -0.0415], [-1.6871, -1.9864, 1.0214], [-1.2238, 0.0658, -1.8867], [-0.4533, -1.3705, -1.9402], [-3.1270, -0.7239, -0.9953], [-3.8655, -2.6241, -2.1423], [-2.2449, -3.2519, -2.3675], [-1.8313, -1.4790, -4.1245], [-3.4557, -0.8612, -3.8618], [-3.4975, -2.3662, -5.7762], [-4.4546, -3.0301, -4.4760], [-1.9536, -4.0498, -5.5936], [-4.0016, -4.4052, -2.7037], [-3.7195, -6.0735, -2.6224], [-1.5542, -6.2436, -5.3557], [-2.2148, -7.0897, -4.0147], [0.1511, 1.2402, 2.6037], [0.7863, 0.3061, 2.1754], [1.9728, -0.3155, 2.8435], [2.3377, -0.0814, 4.1588], [3.3755, -0.8292, 4.6989], [4.0324, -1.7865, 3.9339], [3.6810, -2.0012, 2.6065], [2.6514, -1.2492, 2.0627], [2.0300, -1.2566, 0.3611], [2.1294, -2.9413, -0.2697], [3.1382, -3.3621, -1.1325], [3.1776, -4.6862, -1.5496], [2.2146, -5.5829, -1.1093], [1.1977, -5.1602, -0.2603], [1.1479, -3.8399, 0.1564], [3.2536, -0.2945, -0.5808], [2.8512, 0.3107, -1.7699], [3.7505, 1.0416, -2.5279], [5.0631, 1.1847, -2.0972], [5.4700, 0.5931, -0.9113], [4.5707, -0.1477, -0.1559], [1.7970, 0.6485, 4.7461], [3.6623, -0.6811, 5.7315], [4.8241, -2.3746, 4.3793], [4.2007, -2.7449, 2.0141], [3.8948, -2.6656, -1.4713], [3.9690, -5.0167, -2.2095], [2.2601, -6.6180, -1.4237], [0.4456, -5.8580, 0.0836], [0.3428, -3.5014, 0.8026], [1.8186, 0.2312, -2.0919], [3.4254, 1.5134, -3.4457], [5.7638, 1.7671, -2.6804], [6.4883, 0.7109, -0.5657], [4.9014, -0.5988, 0.7700]], "forces_ev_per_angstrom": [[-0.3, -0.8, -0.8], [0.0, 0.0, 0.0], [-0.1, 0.1, 0.0], [0.0, 0.0, 0.0], [0.0, 0.0, 0.0], [-0.1, -0.1, -0.1], [0.1, 0.0, 0.1], [-0.1, 0.0, 0.0], [0.0, 0.1, 0.0], [0.0, 0.0, 0.0], [0.0, -0.1, -0.1], [0.0, 0.0, 0.1], [0.0, 0.3, 0.2], [0.1, 0.0, 0.0], [0.0, -0.1, 0.0], [0.0, 0.0, 0.0], [0.0, 0.0, 0.0], [0.1, 0.0, 0.0], [0.0, 0.0, 0.0], [0.0, 0.0, 0.0], [0.0, 0.0, 0.0], [0.0, 0.0, 0.0], [0.0, 0.0, 0.0], [0.0, 0.0, 0.0], [0.0, 0.0, 0.0], [0.0, 0.0, 0.0], [0.0, 0.0, 0.0], [0.1, -0.1, 0.1], [-0.2, 0.4, 0.9], [0.0, -0.1, -0.2], [0.1, 0.0, 0.0], [0.0, 0.0, 0.0], [0.0, 0.0, 0.0], [0.0, 0.1, 0.0], [-0.1, 0.0, 0.0], [0.6, 0.5, 0.0], [-0.1, -0.1, -0.1], [0.0, -0.1, 0.0], [0.0, 0.0, 0.0], [0.0, 0.0, 0.0], [0.0, 0.0, 0.0], [0.0, 0.0, 0.0], [0.0, -0.1, -0.1], [0.0, 0.0, 0.0], [0.0, 0.0, 0.0], [0.0, 0.0, 0.0], [0.0, 0.0, 0.0], [0.0, 0.0, 0.0], [0.0, 0.0, 0.0], [0.0, 0.0, 0.0], [0.0, 0.0, 0.0], [0.0, 0.0, 0.0], [0.0, 0.0, 0.0], [0.0, 0.0, 0.0], [0.0, 0.0, 0.0], [0.0, 0.0, 0.0], [0.0, 0.0, 0.0], [0.0, 0.0, 0.0], [0.0, 0.0, 0.0], [0.0, 0.0, 0.0], [0.0, 0.0, 0.0], [0.0, 0.0, 0.0]], "relative_energy_kcal_mol": 10.8, "charge": 1, "homo_lumo_gap_ev": 7.56, "lumo_energy_ev": -2.7}

=====

{"formula": "C25H29BClN2O10P", "method": "ωB97M-V with the def2-TZVPD basis set", "symbols": ["C", "C", "O", "O", "C", "C", "C", "C", "C", "C", "C", "O", "C", "C", "C", "C", "C", "C", "C", "C", "P", "O", "Cl", "C", "C", "C", "O", "N", "B", "N", "O", "C", "O", "H", "H", "H", "H", "H", "H", "H", "H", "H", "H", "H", "H", "H", "H", "H", "H", "H", "H", "H", "H", "H", "H", "H", "C", "C", "C", "O", "C", "O", "O", "H", "H", "H", "H", "H", "H"], "positions_angstrom": [[-4.4898, 2.4162, -0.3916], [-3.4318, 3.4559, -0.7258], [-3.4365, 4.0594, -1.7707], [-2.4347, 3.7091, 0.2143], [-1.1475, 3.1987, -0.2313], [-1.2851, 1.7208, -0.5302], [-1.5306, 0.7784, 0.4672], [-1.6676, -0.5699, 0.2154], [-1.8669, -1.4523, 1.4446], [-0.5349, -2.1855, 1.8546], [0.7024, -1.7071, 1.0701], [-0.7641, -3.5837, 1.7902], [0.3341, -4.3962, 2.2039], [0.8217, -5.2104, 1.0031], [1.8410, -4.7943, 0.1567], [2.1702, -5.5971, -0.9194], [1.5041, -6.7803, -1.1526], [0.4993, -7.2173, -0.3107], [0.1725, -6.4070, 0.7648], [-1.6053, -1.0787, -1.1217], [-1.8104, -2.8674, -1.6049], [-2.5884, -3.6565, -0.3970], [-3.2316, -2.9419, -3.1465], [-1.3431, -0.1391, -2.1002], [-1.1661, 1.2423, -1.8040], [-0.8474, 1.9452, -3.1423], [-1.0397, 3.0644, -3.5105], [-0.1863, 0.8532, -3.8710], [1.0883, 0.6968, -3.1778], [1.6930, -0.6161, -2.8641], [1.7551, 1.8733, -2.8475], [-1.1351, -0.2287, -3.6306], [-1.6171, -0.9113, -4.4819], [-4.0449, 1.4289, -0.5863], [-5.3760, 2.5370, -1.0170], [-4.7706, 2.4356, 0.6685], [-0.8832, 3.7718, -1.1283], [-0.4239, 3.4078, 0.5736], [-1.6103, 1.1456, 1.4911], [-2.0733, -0.7687, 2.2804], [-2.7157, -2.1306, 1.3918], [-0.3218, -1.9283, 2.9110], [1.6260, -2.1514, 1.4674], [0.8495, -0.6222, 1.1616], [0.6711, -2.0115, 0.0129], [-0.0716, -5.1253, 2.9217], [1.1346, -3.8457, 2.7129], [2.3599, -3.8539, 0.3219], [2.9643, -5.2958, -1.6014], [1.7529, -7.4000, -2.0136], [-0.0315, -8.1553, -0.4527], [-0.6190, -6.7304, 1.4416], [-3.4016, -3.1853, -0.1592], [2.5979, -0.6668, -3.3298], [1.9132, -0.6496, -1.8691], [2.2020, 1.7806, -2.0001], [2.5535, 7.1691, 2.1715], [2.7604, 5.7234, 2.5483], [3.5272, 4.9182, 1.5328], [3.0603, 3.5885, 1.8023], [1.8031, 3.7090, 2.3031], [1.0523, 2.8006, 2.4606], [1.5192, 5.0019, 2.5971], [1.9397, 7.6721, 2.9187], [3.5079, 7.6904, 2.0951], [2.0269, 7.2538, 1.2195], [3.2240, 5.6574, 3.5372], [4.6050, 4.9861, 1.6616], [3.2707, 5.1702, 0.5007]], "forces_ev_per_angstrom": [[0.4, 0.0, 0.5], [-0.3, 0.9, -1.1], [0.1, -0.6, 0.8], [-0.4, -1.0, 0.1], [-0.4, 0.6, -0.1], [0.4, 0.5, 0.1], [0.2, 0.5, 0.2], [-0.7, -0.9, 0.0], [1.0, 0.6, 0.4], [0.1, 0.2, 0.3], [0.4, -0.3, -0.1], [0.4, 0.4, 0.0], [-0.2, -0.9, -0.4], [0.0, 0.6, 0.9], [-0.1, 0.0, 0.1], [0.6, 0.4, -0.4], [-0.1, -0.9, -0.7], [-0.1, 0.3, 0.4], [-0.5, -0.6, 0.2], [-1.5, 0.3, 0.4], [1.2, -1.3, -0.4], [-0.3, 1.2, -0.6], [-0.1, 0.4, 0.9], [-0.3, 0.7, -0.7], [-0.6, -0.5, -1.2], [0.2, 0.3, 0.9], [0.2, -1.0, 0.3], [-0.3, 0.6, -0.3], [1.1, 0.0, -0.6], [-0.3, 0.3, 0.0], [-0.9, -0.1, 0.2], [0.6, -0.7, 0.4], [0.5, 0.5, 0.7], [-0.1, 0.2, 0.0], [0.3, 0.1, 0.0], [0.1, 0.1, -0.2], [0.2, -0.3, 0.1], [-0.5, -0.2, -0.2], [0.1, -0.2, -0.2], [-0.1, -0.2, -0.3], [0.4, -0.1, 0.0], [-0.2, 0.0, -0.2], [-0.4, 0.0, 0.1], [-0.3, -0.2, -0.1], [-0.2, 0.2, 0.2], [0.1, 0.3, 0.0], [-0.2, 0.1, -0.2], [0.0, -0.2, 0.0], [-0.2, 0.0, 0.1], [0.1, 0.2, 0.1], [0.2, 0.2, -0.2], [0.2, 0.1, -0.1], [-0.1, -0.4, 0.1], [-0.1, -0.2, 0.0], [-0.1, -0.2, -0.1], [0.4, 0.0, -0.2], [-0.5, 0.0, 0.0], [0.1, 0.7, -0.2], [0.3, -0.1, 0.0], [-0.2, 0.1, 0.0], [0.0, 0.0, 0.1], [0.0, -0.1, -0.1], [0.2, -0.4, 0.0], [0.1, 0.0, 0.0], [0.0, -0.1, 0.0], [0.1, -0.1, 0.0], [0.0, -0.1, 0.0], [0.0, -0.2, 0.0], [-0.1, 0.1, 0.1]], "smiles": "CC(=O)OCc1cc(C[C@H](C)OCc2ccccc2)c(P(O)Cl)c2c1C(=O)N(B(N)O)C2=O.C[C@@H]1COC(=O)O1", "charge": 0, "homo_lumo_gap_ev": 8.45, "lumo_energy_ev": -0.4}

=====

{"formula": "C25H29BeN5O2P", "method": "ωB97M-V with the def2-TZVPD basis set", "symbols": ["Be", "N", "C", "C", "C", "C", "C", "C", "P", "C", "C", "C", "C", "C", "C", "C", "C", "C", "C", "C", "C", "H", "H", "H", "H", "H", "H", "H", "H", "H", "H", "H", "H", "H", "H", "H", "H", "C", "C", "O", "O", "H", "H", "H", "C", "C", "C", "C", "N", "C", "N", "N", "N", "H", "H", "H", "H", "H", "H", "H", "H", "H", "H"], "positions_angstrom": [[0.8609, -1.3034, -0.2735], [0.6656, 2.0046, 0.6459], [-0.7051, 2.2764, 0.4243], [-1.1632, 3.5376, 0.0185], [-2.5109, 3.6957, -0.2679], [-3.4172, 2.6482, -0.1661], [-2.9593, 1.3784, 0.1905], [-1.6079, 1.1635, 0.4353], [-1.0712, -0.5279, 0.8443], [-1.1269, -0.7367, 2.6557], [-2.3391, -0.4130, 3.3242], [-2.6274, -0.8426, 4.6109], [-1.6230, -1.5249, 5.3228], [-0.3796, -1.8124, 4.6980], [-0.1623, -1.4205, 3.3810], [-2.4114, -1.6216, 0.2672], [-2.9776, -2.5705, 1.1217], [-3.9497, -3.4516, 0.6326], [-4.3415, -3.3930, -0.7042], [-3.7679, -2.4849, -1.5688], [-2.7141, -1.6695, -1.1067], [0.7936, 1.3225, 1.3483], [1.1742, 2.8264, 0.8305], [-0.5038, 4.4047, -0.0968], [-2.9850, 4.6120, -0.5163], [-4.4882, 2.8201, -0.3688], [-3.6138, 0.5307, 0.2432], [-3.0929, 0.2202, 2.8153], [-3.5791, -0.5330, 5.0278], [-1.8224, -1.8129, 6.3371], [0.4163, -2.2340, 5.2856], [0.7903, -1.7183, 2.9281], [-2.6543, -2.5509, 2.1358], [-4.4576, -4.1499, 1.2772], [-5.1724, -4.0243, -1.0315], [-4.1934, -2.3980, -2.5543], [-2.2329, -0.9839, -1.7910], [1.4766, -4.1327, -2.0313], [1.1779, -2.9104, -1.2751], [0.9606, -2.8575, -0.0025], [0.8868, -1.8372, -1.8848], [1.3546, -3.9602, -3.1065], [0.7847, -4.9013, -1.7425], [2.4623, -4.5051, -1.6972], [2.7859, 2.2183, -3.3893], [3.9805, 2.6620, -2.5821], [3.5799, 3.7850, -1.6303], [4.7799, 1.5239, -1.8681], [3.8741, 0.8190, -0.9061], [2.8857, 0.0125, -1.1621], [2.3160, -0.3617, -0.0270], [2.9729, 0.3155, 0.9530], [3.9096, 1.0342, 0.4167], [2.2965, 3.0765, -3.8536], [2.0490, 1.8132, -2.7232], [3.0496, 1.5345, -4.2015], [4.7326, 3.0408, -3.2851], [2.6823, 3.4704, -1.1063], [3.3389, 4.6843, -2.2035], [4.3494, 4.0186, -0.9398], [5.7316, 1.7429, -1.3264], [4.9908, 0.7402, -2.6181], [2.5414, -0.2885, -2.1634]], "forces_ev_per_angstrom": [[-0.7, 1.2, 1.2], [-1.7, 0.3, -1.0], [0.0, -0.9, -0.7], [0.0, -0.1, 0.0], [-0.6, -0.9, 0.4], [-0.4, -0.6, 0.1], [0.2, 0.7, -0.3], [0.1, 0.7, 0.5], [0.8, 0.0, -0.4], [-1.1, 0.2, 0.6], [-0.1, 0.5, -0.8], [1.1, 0.2, -0.2], [0.4, 0.0, -1.1], [-1.6, 1.0, 0.7], [0.7, -0.6, -0.2], [0.4, -0.8, -0.8], [-0.5, 0.1, -0.9], [0.3, 0.4, -0.2], [-0.6, -0.2, 0.7], [0.8, 0.4, 0.5], [-1.0, 0.1, 0.2], [0.4, -0.5, 0.9], [0.8, 1.0, 0.4], [0.0, -0.5, 0.2], [0.3, 1.0, -0.3], [0.7, -0.1, 0.1], [-0.4, -0.1, 0.0], [0.5, -0.6, 0.2], [0.2, -0.3, 0.3], [0.1, -0.2, 0.3], [0.1, -0.3, 0.0], [-0.3, 0.2, 0.0], [-0.2, -0.4, 0.6], [0.1, -0.1, 0.2], [0.4, 0.2, 0.0], [0.4, 0.1, -0.3], [0.0, 0.1, -0.1], [0.9, -0.4, 0.1], [-2.1, -0.8, 0.3], [1.2, -0.7, -0.7], [0.5, 1.1, 0.3], [0.5, 0.0, 0.4], [-0.5, -0.3, 0.3], [-0.3, 0.1, -0.6], [0.2, 0.0, -0.4], [1.7, 0.5, 0.2], [-0.6, -0.3, -0.9], [-1.0, -1.0, -0.3], [0.9, 1.1, 0.3], [-1.0, -1.2, -1.3], [0.4, 0.6, -0.7], [0.5, 0.2, -0.6], [-0.7, -0.8, 0.8], [0.2, 0.1, 0.0], [-0.6, -0.5, 0.2], [-0.1, -0.2, 0.2], [-0.1, 0.2, 0.0], [-0.2, 0.1, 0.3], [0.0, -0.1, 0.1], [0.7, 0.3, 0.8], [-1.0, 0.3, -0.4], [0.2, 0.4, 0.3], [0.5, 0.1, 0.8]], "relative_energy_kcal_mol": 0.8, "charge": 1, "homo_lumo_gap_ev": 8.89, "lumo_energy_ev": -2.1}